Record 1
# C29H46BrCuN3P2

A structure of composition C29H46BrCuN3P2 in a non-equilibrium geometry (ωB97M-V/def2-TZVPD, OMol25).

As for the total charge: +2. The value obtained for the LUMO energy (alpha / beta) is -8.6 / -8.4 eV. The HOMO energy (alpha / beta) comes out at -12.037 / -12.031 eV. As for the multiplicity: 2. The value obtained for the total energy is -6193.42529 a.u. The expectation value of S² is 0.787.

Cartesian coordinates (Å):
Br1 -3.670 2.692 -2.552
Cu1 1.022 1.013 -1.030
P1 -3.731 1.211 1.261
P2 1.534 1.729 1.202
N1 1.330 -0.898 -0.929
N2 4.892 3.601 -6.035
N3 0.817 -3.023 -1.148
C1 -2.982 2.814 0.853
C2 2.202 2.172 -2.017
C3 -3.043 -1.063 2.541
C4 2.429 0.503 3.715
C5 0.763 3.269 1.869
C6 4.015 3.554 -3.803
C7 2.005 -1.603 0.058
C8 0.042 -4.191 -1.512
C9 4.692 2.288 -6.140
C10 -1.909 2.781 -3.001
C11 4.577 4.221 -4.901
C12 4.268 1.076 0.819
C13 -2.422 -0.022 1.588
C14 -3.573 3.894 1.770
C15 1.318 0.591 2.667
C16 3.019 1.437 -2.901
C17 1.677 -2.917 -0.066
C18 4.157 1.507 -5.112
C19 -1.286 1.596 -3.403
C20 3.759 2.146 -3.904
C21 0.819 2.491 -2.481
C22 3.335 2.191 1.267
C23 1.109 4.563 1.136
C24 0.694 -1.791 -1.705
C25 -1.160 3.902 -2.577
C26 -5.859 1.181 -0.645
C27 -4.524 0.536 -0.257
C28 0.187 3.752 -2.289
C29 0.087 1.488 -3.171
H1 -0.883 -3.887 -2.019
H2 -3.408 3.657 2.831
H3 3.271 -0.116 3.384
H4 -4.657 3.988 1.613
H5 -0.231 -4.739 -0.600
H6 0.388 0.914 3.161
H7 -1.841 0.739 -3.759
H8 -6.137 0.856 -1.653
H9 -6.657 0.850 0.027
H10 4.349 0.274 1.562
H11 -1.886 2.754 0.935
H12 2.625 -1.144 0.811
H13 4.017 0.431 -5.256
H14 -3.710 -0.566 3.267
H15 3.030 0.345 -2.939
H16 3.956 0.637 -0.138
H17 4.989 1.817 -7.076
H18 4.769 5.295 -4.841
H19 -3.225 3.018 -0.204
H20 0.608 0.598 -3.537
H21 -1.551 0.470 2.052
H22 1.997 -3.757 0.513
H23 1.115 -0.404 2.245
H24 3.453 3.057 0.600
H25 0.912 4.495 0.057
H26 2.159 4.845 1.276
H27 -1.657 4.868 -2.412
H28 -0.324 3.106 1.831
H29 2.813 1.488 4.009
H30 0.194 -1.637 -2.651
H31 0.606 -4.848 -2.188
H32 -5.832 2.277 -0.617
H33 3.807 4.108 -2.881
H34 1.040 3.357 2.931
H35 5.277 1.482 0.668
H36 -3.122 4.871 1.564
H37 -4.678 -0.545 -0.066
H38 -3.639 -1.805 1.988
H39 2.022 0.033 4.617
H40 2.652 2.881 -1.311
H41 -3.784 0.644 -1.072
H42 -2.112 -0.466 0.626
H43 -2.268 -1.595 3.109
H44 0.757 4.618 -1.942
H45 0.497 5.383 1.537
H46 3.586 2.534 2.283

Results of the Löwdin charge analysis, in e, for atoms 1 through 4:
1. Br 1.054
2. Cu 0.366
3. P 0.954
4. P 1.000


Record 2
# C29H46BrN3P2PbS

A structure of composition C29H46BrN3P2PbS in a non-equilibrium geometry (ωB97M-V/def2-TZVPD, OMol25).

As for the total charge: +2. The value obtained for the LUMO energy (alpha / beta) is -8.0 / -8.1 eV. The HOMO energy (alpha / beta) comes out at -11.639 / -11.638 eV. The value obtained for the total energy is -5143.98361 a.u.

Cartesian coordinates (Å):
Pb1 -1.796 2.142 -4.313
Br1 0.093 0.854 0.227
S1 -3.257 -1.479 -0.068
P1 3.010 -0.798 -0.602
P2 0.745 4.360 1.956
N1 -1.490 -0.804 -9.751
N2 -4.396 -0.345 2.178
N3 -2.651 -1.546 2.622
C1 -0.248 0.220 -7.970
C2 3.523 -1.821 -1.996
C3 2.397 -1.717 0.829
C4 -1.455 -2.357 2.480
C5 -1.269 0.304 -5.628
C6 -3.421 -1.105 1.550
C7 -0.366 -0.262 -9.284
C8 -1.659 5.527 1.127
C9 3.426 5.098 1.486
C10 -4.251 -0.348 3.559
C11 -3.142 -1.090 3.839
C12 1.890 1.328 -1.949
C13 2.220 4.381 0.855
C14 3.349 -2.794 1.368
C15 5.198 0.835 -1.428
C16 4.414 0.265 -0.225
C17 0.287 0.763 -3.688
C18 -2.533 -0.500 -7.620
C19 0.621 2.890 4.361
C20 1.217 1.667 -3.083
C21 0.601 -0.804 -1.856
C22 -0.119 0.988 -5.077
C23 0.926 2.756 2.864
C24 -2.560 -0.898 -8.961
C25 2.826 -3.165 -2.179
C26 -1.347 0.037 -7.081
C27 -0.834 4.233 1.039
C28 1.521 0.135 -1.153
C29 -0.010 -0.462 -3.027
H1 5.847 0.072 -1.883
H2 0.251 2.018 2.404
H3 -0.601 3.969 0.000
H4 -2.677 5.352 0.766
H5 -1.446 -2.763 1.461
H6 5.860 1.639 -1.075
H7 1.412 -2.148 0.573
H8 1.266 3.647 4.820
H9 4.552 1.269 -2.207
H10 3.417 -1.187 -2.891
H11 0.804 1.943 4.885
H12 2.356 -3.210 -3.166
H13 -0.719 -1.159 -3.489
H14 1.950 2.390 2.711
H15 -4.955 0.124 4.208
H16 0.300 -1.708 -1.312
H17 3.096 -3.785 0.962
H18 3.568 -3.970 -2.156
H19 0.586 1.522 -5.727
H20 -0.421 3.186 4.526
H21 -0.558 -1.743 2.626
H22 1.902 4.909 -0.054
H23 -1.213 6.325 0.526
H24 -2.673 -1.344 4.772
H25 5.077 -0.371 0.383
H26 4.409 -2.569 1.150
H27 3.141 6.049 1.947
H28 -3.467 -1.340 -9.386
H29 2.185 -0.962 1.604
H30 -1.391 3.400 1.491
H31 3.900 4.497 2.266
H32 -1.808 -0.419 -4.994
H33 2.657 1.977 -1.522
H34 -1.724 5.890 2.157
H35 4.055 1.072 0.423
H36 -1.469 -3.168 3.212
H37 4.601 -1.963 -1.837
H38 0.484 -0.244 -9.985
H39 1.392 2.620 -3.606
H40 2.043 -3.369 -1.436
H41 2.461 3.339 0.604
H42 3.240 -2.864 2.462
H43 -5.149 0.104 1.652
H44 4.178 5.321 0.720
H45 -3.416 -0.638 -7.002
H46 0.704 0.671 -7.676

Results of the Löwdin charge analysis, in e, for atoms 1 through 4:
1. Pb 1.515
2. Br 0.841
3. S 0.500
4. P 1.007


Record 3
# C29H46Cl4Ge2NO2PdSeSi2

A structure of composition C29H46Cl4Ge2NO2PdSeSi2 in a non-equilibrium geometry (ωB97M-V/def2-TZVPD, OMol25).

As for the total charge: +2. The value obtained for the LUMO energy (alpha / beta) is -5.1 / -8.9 eV. The HOMO energy (alpha / beta) comes out at -13.627 / -13.582 eV. As for the multiplicity: 6. The value obtained for the total energy is -10440.23340 a.u. The expectation value of S² is 8.776.

Cartesian coordinates (Å):
Pd1 -0.710 -0.023 0.282
Se1 0.411 -2.438 -3.184
Ge1 -1.101 -4.099 -5.245
Ge2 -3.061 0.343 -1.991
Cl1 -1.210 1.208 -3.088
Cl2 4.443 1.926 -1.254
Cl3 -2.736 1.012 0.244
Cl4 -4.771 1.696 -2.733
Si1 0.390 2.356 2.539
Si2 -2.301 -2.623 0.409
O1 0.213 0.985 1.860
O2 -1.600 -1.568 -0.610
N1 1.324 -0.371 -0.210
C1 -0.059 3.406 5.186
C2 -1.977 -5.398 -4.088
C3 -0.436 2.202 4.255
C4 -1.218 -2.376 -4.278
C5 2.117 0.568 -0.839
C6 -1.968 2.139 4.052
C7 4.980 2.676 3.460
C8 -0.164 3.791 1.445
C9 2.926 3.784 2.857
C10 4.349 1.427 3.420
C11 3.365 -1.543 0.338
C12 -0.527 3.595 0.107
C13 -0.514 6.197 1.141
C14 1.505 -1.234 -4.344
C15 -4.159 -2.327 0.594
C16 -1.625 -2.534 2.183
C17 -0.980 4.674 -0.667
C18 2.281 2.556 2.804
C19 1.964 -1.481 0.256
C20 -2.164 -3.787 -6.881
C21 0.092 0.863 4.932
C22 -2.059 -4.259 -0.469
C23 -0.128 5.110 1.919
C24 0.706 -4.693 -5.738
C25 3.013 1.377 3.027
C26 4.287 3.840 3.156
C27 4.175 -0.533 -0.190
C28 -0.946 5.969 -0.166
C29 3.537 0.564 -0.812
H1 -0.775 -1.846 2.304
H2 -2.393 -4.746 -7.409
H3 1.157 0.997 5.239
H4 -2.847 -4.938 -3.621
H5 0.714 -5.748 -6.050
H6 -1.279 -5.720 -3.280
H7 -1.324 4.435 -1.668
H8 1.941 -1.850 -5.148
H9 -0.477 3.222 6.182
H10 1.036 3.590 5.287
H11 1.402 -4.606 -4.885
H12 -2.455 -2.228 2.872
H13 2.248 -0.796 -3.682
H14 -3.107 -3.269 -6.634
H15 -0.486 2.595 -0.342
H16 -2.302 3.003 3.440
H17 6.021 2.738 3.760
H18 -2.459 2.212 5.046
H19 0.236 5.290 2.921
H20 -2.824 -4.473 -1.243
H21 -0.455 4.356 4.802
H22 4.768 4.816 3.083
H23 -1.158 -1.521 -4.972
H24 -2.295 1.223 3.530
H25 -4.712 -2.801 -0.212
H26 -4.495 -2.798 1.532
H27 -0.467 0.661 5.841
H28 -2.123 -2.297 -3.642
H29 1.359 -2.292 0.636
H30 2.570 0.402 2.850
H31 -1.612 -3.171 -7.587
H32 2.372 4.711 2.689
H33 -0.035 -0.001 4.258
H34 1.589 1.364 -1.330
H35 4.835 0.478 3.650
H36 -1.034 -4.311 -0.905
H37 -2.302 -6.301 -4.646
H38 0.849 -0.426 -4.753
H39 -1.236 6.814 -0.786
H40 5.247 -0.566 -0.100
H41 -2.118 -5.040 0.311
H42 -4.432 -1.276 0.686
H43 -1.316 -3.557 2.529
H44 -0.441 7.205 1.574
H45 1.103 -4.091 -6.559
H46 3.845 -2.423 0.753

Results of the Löwdin charge analysis, in e, for atoms 1 through 4:
1. Pd 0.846
2. Se 1.112
3. Ge 0.734
4. Ge 0.289


Record 4
# C29H46GaI2NO3SbSe2Si3

A structure of composition C29H46GaI2NO3SbSe2Si3 (ωB97M-V/def2-TZVPD, OMol25).

As for the total charge: -1. The value obtained for the LUMO energy is 2.0 eV. The HOMO energy comes out at -5.078 eV. The value obtained for the total energy is -9845.15720 a.u.

Cartesian coordinates (Å):
I1 -2.112 -2.722 2.779
I2 -3.682 1.880 6.237
Sb1 -1.184 -2.141 -1.937
Se1 2.100 -1.001 -1.244
Se2 2.265 0.833 2.086
Ga1 0.701 0.484 0.176
Si1 -0.598 -4.656 -1.853
Si2 -3.717 -2.261 -2.298
Si3 -0.557 -1.812 -4.410
O1 4.346 -2.933 0.158
O2 -0.703 -0.386 1.221
O3 6.511 -1.382 -0.598
N1 -0.563 2.289 1.732
C1 -1.288 0.115 2.272
C2 -0.136 1.578 -1.288
C3 0.057 3.122 -3.156
C4 -2.010 -0.675 3.153
C5 -1.798 -2.507 -5.656
C6 -1.271 1.525 2.581
C7 -4.197 -0.588 -3.022
C8 -1.906 3.477 3.833
C9 -1.521 1.755 -1.342
C10 -0.412 0.037 -4.706
C11 -1.482 -5.745 -3.116
C12 -2.680 -0.155 4.272
C13 -2.662 1.184 4.536
C14 -4.482 -2.416 -0.582
C15 -4.526 -3.575 -3.380
C16 1.102 -2.604 -4.808
C17 -2.111 2.587 -2.283
C18 4.487 -0.487 0.524
C19 -1.191 4.228 2.943
C20 4.154 0.569 1.572
C21 0.636 2.273 -2.217
C22 1.251 -4.916 -2.074
C23 6.014 -0.432 0.326
C24 3.830 -0.150 -0.825
C25 -0.512 3.581 1.896
C26 -1.963 2.074 3.688
C27 4.113 -1.867 1.077
C28 -1.319 3.282 -3.190
C29 -1.071 -5.278 -0.145
H1 -3.189 2.706 -2.304
H2 -5.531 -2.108 -0.575
H3 -4.166 -3.529 -4.408
H4 6.299 0.553 -0.056
H5 0.683 3.655 -3.863
H6 -5.263 -0.543 -3.261
H7 3.072 -1.861 1.406
H8 -5.607 -3.413 -3.387
H9 6.003 -2.198 -0.459
H10 -1.145 5.305 3.036
H11 -2.013 -3.558 -5.456
H12 -2.549 -5.805 -2.905
H13 1.804 -4.072 -1.657
H14 -2.149 1.226 -0.630
H15 4.493 -0.429 -1.642
H16 -0.498 -4.746 0.617
H17 -3.938 -1.800 0.136
H18 -1.328 0.567 -4.435
H19 0.390 0.442 -4.085
H20 -1.071 -6.758 -3.083
H21 -3.636 -0.384 -3.938
H22 -0.874 -6.348 -0.040
H23 -2.743 -1.961 -5.631
H24 1.524 -5.005 -3.126
H25 4.648 0.325 2.515
H26 1.526 -2.165 -5.714
H27 -3.963 0.214 -2.319
H28 1.714 2.140 -2.222
H29 3.678 -2.825 -0.540
H30 -4.429 -3.448 -0.228
H31 6.493 -0.561 1.307
H32 -0.184 0.250 -5.754
H33 -2.130 -5.102 0.059
H34 1.573 -5.822 -1.555
H35 -3.212 -0.833 4.924
H36 -1.775 3.941 -3.919
H37 -1.362 -5.363 -4.131
H38 1.807 -2.442 -3.990
H39 -1.387 -2.431 -6.667
H40 4.742 -2.074 1.948
H41 4.527 1.538 1.240
H42 3.670 0.928 -0.875
H43 -2.442 3.949 4.646
H44 1.000 -3.680 -4.965
H45 -4.339 -4.582 -3.006
H46 0.085 4.138 1.180

Results of the Löwdin charge analysis, in e, for atoms 1 through 4:
1. I 0.943
2. I 0.853
3. Sb 0.880
4. Se 0.652


- Which value of total charge does entry 1 give?
  +2


- total charge of number 1 (C29H46BrCuN3P2)?
  +2


What did the first record say?
# C29H46BrCuN3P2

A structure of composition C29H46BrCuN3P2 in a non-equilibrium geometry (ωB97M-V/def2-TZVPD, OMol25).

As for the total charge: +2. The value obtained for the LUMO energy (alpha / beta) is -8.6 / -8.4 eV. The HOMO energy (alpha / beta) comes out at -12.037 / -12.031 eV. As for the multiplicity: 2. The value obtained for the total energy is -6193.42529 a.u. The expectation value of S² is 0.787.

Cartesian coordinates (Å):
Br1 -3.670 2.692 -2.552
Cu1 1.022 1.013 -1.030
P1 -3.731 1.211 1.261
P2 1.534 1.729 1.202
N1 1.330 -0.898 -0.929
N2 4.892 3.601 -6.035
N3 0.817 -3.023 -1.148
C1 -2.982 2.814 0.853
C2 2.202 2.172 -2.017
C3 -3.043 -1.063 2.541
C4 2.429 0.503 3.715
C5 0.763 3.269 1.869
C6 4.015 3.554 -3.803
C7 2.005 -1.603 0.058
C8 0.042 -4.191 -1.512
C9 4.692 2.288 -6.140
C10 -1.909 2.781 -3.001
C11 4.577 4.221 -4.901
C12 4.268 1.076 0.819
C13 -2.422 -0.022 1.588
C14 -3.573 3.894 1.770
C15 1.318 0.591 2.667
C16 3.019 1.437 -2.901
C17 1.677 -2.917 -0.066
C18 4.157 1.507 -5.112
C19 -1.286 1.596 -3.403
C20 3.759 2.146 -3.904
C21 0.819 2.491 -2.481
C22 3.335 2.191 1.267
C23 1.109 4.563 1.136
C24 0.694 -1.791 -1.705
C25 -1.160 3.902 -2.577
C26 -5.859 1.181 -0.645
C27 -4.524 0.536 -0.257
C28 0.187 3.752 -2.289
C29 0.087 1.488 -3.171
H1 -0.883 -3.887 -2.019
H2 -3.408 3.657 2.831
H3 3.271 -0.116 3.384
H4 -4.657 3.988 1.613
H5 -0.231 -4.739 -0.600
H6 0.388 0.914 3.161
H7 -1.841 0.739 -3.759
H8 -6.137 0.856 -1.653
H9 -6.657 0.850 0.027
H10 4.349 0.274 1.562
H11 -1.886 2.754 0.935
H12 2.625 -1.144 0.811
H13 4.017 0.431 -5.256
H14 -3.710 -0.566 3.267
H15 3.030 0.345 -2.939
H16 3.956 0.637 -0.138
H17 4.989 1.817 -7.076
H18 4.769 5.295 -4.841
H19 -3.225 3.018 -0.204
H20 0.608 0.598 -3.537
H21 -1.551 0.470 2.052
H22 1.997 -3.757 0.513
H23 1.115 -0.404 2.245
H24 3.453 3.057 0.600
H25 0.912 4.495 0.057
H26 2.159 4.845 1.276
H27 -1.657 4.868 -2.412
H28 -0.324 3.106 1.831
H29 2.813 1.488 4.009
H30 0.194 -1.637 -2.651
H31 0.606 -4.848 -2.188
H32 -5.832 2.277 -0.617
H33 3.807 4.108 -2.881
H34 1.040 3.357 2.931
H35 5.277 1.482 0.668
H36 -3.122 4.871 1.564
H37 -4.678 -0.545 -0.066
H38 -3.639 -1.805 1.988
H39 2.022 0.033 4.617
H40 2.652 2.881 -1.311
H41 -3.784 0.644 -1.072
H42 -2.112 -0.466 0.626
H43 -2.268 -1.595 3.109
H44 0.757 4.618 -1.942
H45 0.497 5.383 1.537
H46 3.586 2.534 2.283

Results of the Löwdin charge analysis, in e, for atoms 1 through 4:
1. Br 1.054
2. Cu 0.366
3. P 0.954
4. P 1.000